70
Properties=species:S:1:pos:R:3:forces:R:3 method="wB97M-V/def2-TZVPD" multiplicity=1 de_lowest_ev=0.1597 total_energy_ev=-60118.395 orbital_gap_ev=4.9 homo_energy_ev=-18.61 total_charge=+4
W 0.0852 -0.0087 0.1104 -0.62 -0.14 1.22
C 1.8499 -0.3825 3.8065 -0.01 -0.04 0.06
C 0.6627 0.0093 3.0044 0.14 -0.32 0.03
C -0.5144 -0.7636 3.0072 0.29 -0.27 0.03
C -1.6356 -0.3792 2.2964 -0.23 -0.42 0.02
C -1.6632 0.8101 1.5814 0.39 1.31 -0.54
C -0.5109 1.6543 1.6193 -0.41 -0.12 -0.47
C 0.6707 1.1781 2.2365 -0.13 0.70 -0.34
H 2.6710 -0.6965 3.1583 0.08 0.00 -0.04
H 1.6259 -1.1959 4.4927 0.01 -0.01 0.01
H 2.2142 0.4748 4.3757 0.00 0.02 0.04
H -0.5478 -1.6669 3.6081 0.03 0.01 -0.05
H -2.5230 -0.9962 2.3217 -0.04 -0.05 0.05
H -2.6008 1.1545 1.1582 0.15 0.02 0.08
H -0.5435 2.6636 1.2212 -0.05 -0.22 0.18
H 1.5369 1.8310 2.2889 -0.08 -0.06 0.07
C -1.0071 1.5774 -3.6297 0.00 -0.07 -0.07
Sb -1.4569 1.7218 -1.5693 0.13 0.12 0.02
C -3.5415 1.3498 -1.4704 0.01 -0.11 0.04
C -1.3362 3.8466 -1.1970 0.11 0.06 0.03
C -0.2443 4.5404 -1.9662 0.46 -0.05 0.22
C -0.5689 5.1668 -3.1674 0.01 -0.04 0.08
C 0.3815 5.8711 -3.8893 0.18 0.03 0.02
C 1.6835 5.9663 -3.4137 -0.22 0.00 -0.12
C 2.0257 5.3515 -2.2221 -0.13 -0.12 0.14
C 1.0843 4.6333 -1.4846 -0.48 0.07 -0.29
C 1.5151 4.0020 -0.1986 0.05 -0.02 0.08
Sb 2.0760 1.9448 -0.5168 0.08 -0.10 0.02
C 3.8922 1.6718 0.5497 -0.01 -0.10 -0.03
C 2.6490 1.9410 -2.5529 -0.07 -0.01 -0.01
H -1.2715 2.5383 -4.0750 0.03 -0.04 0.03
H -1.6128 0.7924 -4.0847 0.04 0.10 0.04
H 0.0523 1.3881 -3.7960 -0.07 0.01 0.00
H -3.9908 1.8734 -2.3142 -0.01 0.01 -0.02
H -3.9655 1.7489 -0.5493 0.01 0.00 -0.03
H -3.7693 0.2878 -1.5568 -0.01 0.02 0.00
H -1.2994 4.0298 -0.1206 -0.01 -0.01 -0.09
H -2.3157 4.1908 -1.5359 -0.01 -0.02 0.01
H -1.5914 5.1447 -3.5236 -0.06 0.00 -0.02
H 0.1031 6.3679 -4.8068 -0.03 0.03 -0.05
H 2.4192 6.5360 -3.9595 0.07 0.05 -0.05
H 3.0339 5.4586 -1.8429 0.06 0.00 0.04
H 0.7752 4.0651 0.5980 0.03 0.05 0.00
H 2.4325 4.4638 0.1730 -0.04 -0.03 0.01
H 4.3572 2.6450 0.6935 0.01 0.06 0.00
H 4.5629 1.0482 -0.0402 0.00 -0.01 0.02
H 3.7190 1.2077 1.5188 0.03 0.01 -0.01
H 3.6429 2.3856 -2.6110 -0.01 0.01 0.01
H 1.9536 2.5598 -3.1207 0.04 -0.01 0.04
H 2.6838 0.9326 -2.9566 0.00 -0.02 0.00
I 1.3818 -2.6680 0.9987 0.22 -0.19 -0.16
C -0.4418 -3.6523 0.5117 -0.02 -0.06 0.02
I -1.7730 -2.2458 -0.3971 0.07 -0.13 -0.07
H -0.9031 -4.0272 1.4217 0.02 0.00 -0.05
H -0.2373 -4.4520 -0.1949 -0.02 0.03 0.04
C 2.5942 -2.7412 -3.9716 0.01 -0.07 -0.11
N 2.2748 -1.9065 -2.7920 0.14 -0.08 0.01
C 3.4274 -1.6038 -1.9451 0.06 0.16 0.29
C 1.0840 -1.4460 -2.5967 -0.41 0.24 -0.01
C -0.0204 -1.7393 -3.5554 -0.04 0.10 0.00
O 0.8375 -0.6810 -1.5543 0.08 -0.06 -0.10
H 3.5220 -3.2677 -3.7634 -0.03 0.01 -0.03
H 2.7317 -2.1021 -4.8450 0.00 -0.04 0.01
H 1.8099 -3.4689 -4.1568 0.00 0.00 -0.02
H 4.1835 -1.1146 -2.5583 0.04 0.01 0.01
H 3.8406 -2.5384 -1.5656 -0.01 0.04 0.00
H 3.1351 -0.9578 -1.1147 0.10 -0.13 -0.18
H 0.2750 -1.4651 -4.5697 -0.01 0.00 -0.01
H -0.9187 -1.1950 -3.2783 0.09 -0.04 -0.02
H -0.2479 -2.8052 -3.5658 -0.01 -0.09 -0.01